{"formula": "C10H11NO3", "method": "ωB97M-V/def2-TZVPD", "symbols": ["C", "C", "O", "H", "C", "H", "H", "O", "C", "O", "H", "H", "C", "C", "N", "H", "H", "H", "C", "H", "H", "C", "C", "H", "C"], "positions_angstrom": [[-2.86068, -0.88424, 1.10964], [-3.61390, -0.53920, -0.01789], [1.07629, -1.57440, -1.66303], [1.02688, -3.16994, -0.27697], [1.40190, 1.38674, -0.43674], [-1.33922, -0.57337, -2.41596], [3.07645, -0.82874, -0.09834], [0.28332, 1.74024, -0.85912], [-0.03345, 3.17441, -0.97350], [2.42791, 1.92357, -0.21882], [-0.81325, -1.13953, 1.87057], [-0.48984, 3.50459, -1.87934], [-1.80979, -0.57705, -1.38404], [1.44692, -2.21385, -0.34524], [-3.13189, -0.43747, -1.26978], [3.62555, -2.50618, -0.35643], [-3.39923, -1.00924, 2.15245], [0.90559, 3.75582, -0.80999], [-1.46920, -1.11630, 0.94797], [2.94200, -2.02086, 1.16451], [-4.66079, -0.39239, 0.11748], [2.85089, -1.89421, 0.12587], [-0.94961, -1.07711, -0.30835], [-0.81342, 3.39985, -0.18976], [0.41920, -1.25732, -0.59492]], "energy_ev": -18175.2481, "mol_weight_g_mol": 193.20, "total_charge": 0, "homo_energy_ev": [-6.88, -8.08], "multiplicity": 1, "de_lowest_kj_mol": 639.3, "homo_lumo_gap_ev": [6.85, 8.04]}

***

{"formula": "C3H3NO", "method": "ωB97M-V/def2-TZVPD", "symbols": ["H", "C", "N", "C", "O", "H", "H", "C"], "positions_angstrom": [[0.53127, -1.55497, -0.37495], [-0.06489, 0.48464, 0.30883], [-1.35953, 0.14267, -0.15926], [-2.35257, -0.21376, -0.67931], [2.12171, -0.29647, -0.27498], [-0.05499, 0.52071, 1.40540], [0.22626, 1.46948, -0.06609], [0.95274, -0.55230, -0.15965]], "energy_ev": -6695.3311, "mol_weight_g_mol": 69.06, "total_charge": 0, "homo_energy_ev": -10.75, "multiplicity": 1, "de_lowest_kj_mol": 112.0, "homo_lumo_gap_ev": 11.30}

***

{"formula": "C5H8Cl2N2PtS4Sb", "method": "ωB97M-V/def2-TZVPD", "symbols": ["S", "H", "C", "H", "N", "Pt", "S", "H", "C", "S", "C", "H", "N", "C", "Cl", "S", "H", "H", "H", "C", "Cl", "Sb", "H"], "positions_angstrom": [[-2.40218, 2.75397, 0.95953], [1.61463, -4.02699, -1.52091], [1.32170, -3.00581, -1.75339], [1.73561, 3.91543, 0.47525], [0.13089, -0.82249, 0.81908], [-1.08080, 0.87396, 1.14502], [-5.23785, 2.10635, -1.66554], [-0.08328, 3.76772, 0.53393], [1.41425, -2.63243, 0.74774], [-1.44411, 1.51389, -2.58055], [0.85775, 3.75340, 1.08642], [-0.26916, -0.72463, -1.26773], [0.98818, -2.31679, -0.52206], [0.87182, -1.69341, 1.57253], [0.99555, 2.10327, 1.77088], [-2.87755, -0.31496, 0.39356], [0.94532, -1.59842, 2.64130], [2.04063, -3.48449, 0.94363], [0.44896, -3.02621, -2.40181], [0.21647, -1.21843, -0.43338], [0.80590, 4.97058, 2.36426], [-3.13247, 1.61127, -1.03779], [2.13977, -2.50479, -2.26995]], "energy_ev": -86469.4634, "mol_weight_g_mol": 612.15, "total_charge": -1, "homo_energy_ev": -4.20, "multiplicity": 1, "de_lowest_kj_mol": 0.0, "homo_lumo_gap_ev": 6.45}

***

{"formula": "C6H10N2O5", "method": "ωB97M-V/def2-TZVPD", "symbols": ["N", "H", "O", "H", "C", "O", "O", "C", "C", "C", "C", "H", "O", "H", "H", "C", "H", "H", "H", "O", "N", "H", "H"], "positions_angstrom": [[2.78207, -1.31812, 0.83311], [-0.85964, 0.22623, -1.37872], [-0.17483, 2.61325, -0.17782], [3.23852, -0.90923, -1.19356], [-0.75607, 0.23858, -0.27701], [-1.92323, 1.83771, 0.98012], [1.67406, 1.35872, -1.32860], [-3.20550, -0.65568, -0.33497], [-0.99099, 1.66904, 0.22807], [-1.80016, -0.74786, 0.32458], [2.99363, -0.39063, -0.30122], [3.35755, -2.16724, 0.77738], [-3.62426, -1.49338, -1.08103], [2.94565, -0.89720, 1.74992], [3.80458, 0.30322, -0.08496], [1.67580, 0.39712, -0.60215], [-1.98065, -0.67475, 1.39234], [-1.42852, -1.73696, 0.12008], [0.72804, -1.03623, 0.47864], [-4.00230, 0.35271, 0.03526], [0.59133, -0.11786, 0.04333], [0.48587, 2.19047, -0.83382], [-3.53093, 0.95809, 0.63106]], "energy_ev": -19603.1938, "mol_weight_g_mol": 190.15, "smiles": "NCC(=O)N[C@@H](CC(=O)O)C(=O)O", "total_charge": 0, "homo_energy_ev": -10.26, "multiplicity": 1, "de_lowest_kj_mol": 80.5, "homo_lumo_gap_ev": 10.57}

***

{"formula": "C3H9N3O", "method": "ωB97M-V/def2-TZVPD", "symbols": ["C", "H", "N", "O", "H", "H", "H", "C", "H", "H", "H", "C", "H", "N", "H", "N"], "positions_angstrom": [[0.91544, -1.47597, 0.13638], [-3.17635, 0.69973, -0.10362], [-0.63096, 2.32404, 0.48740], [-2.66294, 1.51676, -0.07834], [2.99269, -1.52223, -0.29786], [2.31873, 0.08796, -0.09068], [2.00298, -0.80375, -1.59288], [-1.42541, 1.17628, 0.46672], [-0.08729, -1.92185, -1.49959], [0.14460, 2.25017, 1.12485], [-1.14688, 3.18792, 0.56991], [2.11997, -0.89792, -0.51293], [-1.04525, -1.22712, -0.08255], [-1.04891, 0.01651, 0.74416], [0.85707, -1.46624, 1.21421], [-0.12748, -1.94429, -0.48518]], "energy_ev": -9772.3308, "mol_weight_g_mol": 103.12, "total_charge": 0, "homo_energy_ev": -7.63, "multiplicity": 1, "de_lowest_kj_mol": 309.6, "homo_lumo_gap_ev": 8.07}

***

{"formula": "C3H4N4O", "method": "ωB97M-V/def2-TZVPD", "symbols": ["N", "C", "N", "C", "H", "H", "H", "N", "H", "C", "N", "O"], "positions_angstrom": [[0.20734, -1.49798, 0.32716], [-0.22343, 1.05719, 0.62235], [0.48863, -0.13629, -1.55166], [-0.03339, 0.58881, 1.98493], [0.74029, -1.05918, -1.98369], [0.49485, -2.47766, -0.17525], [-0.11676, 1.16145, -1.83261], [-0.27045, 0.27386, 3.12644], [-0.38779, -1.78863, 1.15868], [0.18038, -0.30578, -0.26273], [-0.44782, 2.16380, -0.02737], [-0.63185, 2.02039, -1.38624]], "energy_ev": -11179.4409, "mol_weight_g_mol": 112.09, "smiles": "[H]/N=C(N)/C(C#N)=N\\O", "total_charge": 0, "homo_energy_ev": -10.09, "multiplicity": 1, "de_lowest_kj_mol": 436.9, "homo_lumo_gap_ev": 9.57}

***

Repeat the first record exactly.
{"formula": "C10H11NO3", "method": "ωB97M-V/def2-TZVPD", "symbols": ["C", "C", "O", "H", "C", "H", "H", "O", "C", "O", "H", "H", "C", "C", "N", "H", "H", "H", "C", "H", "H", "C", "C", "H", "C"], "positions_angstrom": [[-2.86068, -0.88424, 1.10964], [-3.61390, -0.53920, -0.01789], [1.07629, -1.57440, -1.66303], [1.02688, -3.16994, -0.27697], [1.40190, 1.38674, -0.43674], [-1.33922, -0.57337, -2.41596], [3.07645, -0.82874, -0.09834], [0.28332, 1.74024, -0.85912], [-0.03345, 3.17441, -0.97350], [2.42791, 1.92357, -0.21882], [-0.81325, -1.13953, 1.87057], [-0.48984, 3.50459, -1.87934], [-1.80979, -0.57705, -1.38404], [1.44692, -2.21385, -0.34524], [-3.13189, -0.43747, -1.26978], [3.62555, -2.50618, -0.35643], [-3.39923, -1.00924, 2.15245], [0.90559, 3.75582, -0.80999], [-1.46920, -1.11630, 0.94797], [2.94200, -2.02086, 1.16451], [-4.66079, -0.39239, 0.11748], [2.85089, -1.89421, 0.12587], [-0.94961, -1.07711, -0.30835], [-0.81342, 3.39985, -0.18976], [0.41920, -1.25732, -0.59492]], "energy_ev": -18175.2481, "mol_weight_g_mol": 193.20, "total_charge": 0, "homo_energy_ev": [-6.88, -8.08], "multiplicity": 1, "de_lowest_kj_mol": 639.3, "homo_lumo_gap_ev": [6.85, 8.04]}

***

Please write out number 5 again, unchanged.
{"formula": "C3H9N3O", "method": "ωB97M-V/def2-TZVPD", "symbols": ["C", "H", "N", "O", "H", "H", "H", "C", "H", "H", "H", "C", "H", "N", "H", "N"], "positions_angstrom": [[0.91544, -1.47597, 0.13638], [-3.17635, 0.69973, -0.10362], [-0.63096, 2.32404, 0.48740], [-2.66294, 1.51676, -0.07834], [2.99269, -1.52223, -0.29786], [2.31873, 0.08796, -0.09068], [2.00298, -0.80375, -1.59288], [-1.42541, 1.17628, 0.46672], [-0.08729, -1.92185, -1.49959], [0.14460, 2.25017, 1.12485], [-1.14688, 3.18792, 0.56991], [2.11997, -0.89792, -0.51293], [-1.04525, -1.22712, -0.08255], [-1.04891, 0.01651, 0.74416], [0.85707, -1.46624, 1.21421], [-0.12748, -1.94429, -0.48518]], "energy_ev": -9772.3308, "mol_weight_g_mol": 103.12, "total_charge": 0, "homo_energy_ev": -7.63, "multiplicity": 1, "de_lowest_kj_mol": 309.6, "homo_lumo_gap_ev": 8.07}

***

Repeat the fourth record exactly.
{"formula": "C6H10N2O5", "method": "ωB97M-V/def2-TZVPD", "symbols": ["N", "H", "O", "H", "C", "O", "O", "C", "C", "C", "C", "H", "O", "H", "H", "C", "H", "H", "H", "O", "N", "H", "H"], "positions_angstrom": [[2.78207, -1.31812, 0.83311], [-0.85964, 0.22623, -1.37872], [-0.17483, 2.61325, -0.17782], [3.23852, -0.90923, -1.19356], [-0.75607, 0.23858, -0.27701], [-1.92323, 1.83771, 0.98012], [1.67406, 1.35872, -1.32860], [-3.20550, -0.65568, -0.33497], [-0.99099, 1.66904, 0.22807], [-1.80016, -0.74786, 0.32458], [2.99363, -0.39063, -0.30122], [3.35755, -2.16724, 0.77738], [-3.62426, -1.49338, -1.08103], [2.94565, -0.89720, 1.74992], [3.80458, 0.30322, -0.08496], [1.67580, 0.39712, -0.60215], [-1.98065, -0.67475, 1.39234], [-1.42852, -1.73696, 0.12008], [0.72804, -1.03623, 0.47864], [-4.00230, 0.35271, 0.03526], [0.59133, -0.11786, 0.04333], [0.48587, 2.19047, -0.83382], [-3.53093, 0.95809, 0.63106]], "energy_ev": -19603.1938, "mol_weight_g_mol": 190.15, "smiles": "NCC(=O)N[C@@H](CC(=O)O)C(=O)O", "total_charge": 0, "homo_energy_ev": -10.26, "multiplicity": 1, "de_lowest_kj_mol": 80.5, "homo_lumo_gap_ev": 10.57}